[1]
C4H12O3 | the ωB97M-V functional and the def2-TZVPD basis

**2S+1**: 1
**SMILES**: OCCCCO.O
**F_max**: 2.3 eV/Å
**Energy above the lowest of the compared OMol25 structures with the same formula, charge and spin**: 74.2 kJ/mol

Last column: Löwdin charge in e.
Atoms and positions in Å:
O 0.983 1.317 0.978  -0.0910
C 1.558 -0.011 0.980  -0.2631
C 1.386 -0.721 -0.325  -0.2026
C -0.042 -0.683 -1.002  -0.1592
C -1.085 -1.137 0.008  -0.2554
O -0.587 -2.369 0.544  -0.0741
H 1.458 1.792 0.265  0.0930
H 2.626 0.073 1.204  0.1145
H 1.073 -0.533 1.802  0.1145
H 1.641 -1.773 -0.213  0.1063
H 2.056 -0.311 -1.092  0.1100
H 0.085 -1.402 -1.808  0.1094
H -0.113 0.329 -1.378  0.0971
H -2.065 -1.251 -0.463  0.1136
H -1.176 -0.429 0.834  0.1113
H -1.204 -2.628 1.225  0.0823
O -2.535 3.206 -0.369  -0.0595
H -2.242 3.955 -0.909  0.0401
H -1.817 2.576 -0.282  0.0128

=====

[2]
C4H12O3 | the ωB97M-V functional and the def2-TZVPD basis

**2S+1**: 1
**SMILES**: C/C=C/CO.O.O
**F_max**: 1.9 eV/Å
**Energy above the lowest of the compared OMol25 structures with the same formula, charge and spin**: 162.9 kJ/mol

Last column: Löwdin charge in e.
Atoms and positions in Å:
C -0.857 1.705 -1.724  -0.0923
C -0.786 1.368 -0.263  -0.1684
C 0.229 0.760 0.359  -0.1095
C 0.428 0.879 1.831  -0.2621
O -0.536 0.149 2.616  -0.0773
H -0.604 2.763 -1.799  0.0783
H -0.004 1.210 -2.196  0.0760
H -1.822 1.523 -2.184  0.0712
H -1.711 1.543 0.293  0.1091
H 0.902 0.124 -0.212  0.0968
H 0.523 1.883 2.244  0.1080
H 1.409 0.527 2.184  0.1129
H -1.375 0.185 2.151  0.0627
O 1.977 -2.549 -0.045  -0.0393
H 1.111 -2.437 0.328  0.0131
H 2.582 -2.973 0.535  0.0228
O -0.616 -2.533 -1.436  -0.0528
H -1.091 -1.874 -0.927  0.0245
H 0.243 -2.249 -1.756  0.0262

=====

[3]
C4H12O3 | the ωB97M-V functional and the def2-TZVPD basis

**2S+1**: 1
**SMILES**: CCCC=O.O.O
**F_max**: 1.4 eV/Å
**Energy above the lowest of the compared OMol25 structures with the same formula, charge and spin**: 56.5 kJ/mol

Last column: Löwdin charge in e.
Atoms and positions in Å:
C 2.181 -0.471 -1.128  -0.1009
C 1.305 0.640 -1.686  -0.2594
C 0.269 1.222 -0.711  -0.1742
C -0.813 0.212 -0.429  -0.2743
O -0.629 -0.705 0.334  0.0417
H 1.568 -1.181 -0.580  0.0586
H 2.883 -0.060 -0.402  0.0757
H 2.705 -0.993 -1.921  0.0712
H 0.727 0.285 -2.552  0.1096
H 1.911 1.439 -2.117  0.1049
H -0.118 2.145 -1.141  0.1077
H 0.749 1.485 0.241  0.1199
H -1.683 0.195 -1.098  0.1214
O -0.146 -1.671 3.852  -0.0696
H 0.521 -2.226 3.417  0.0386
H 0.214 -0.783 3.747  0.0281
O -4.118 0.414 0.521  -0.0672
H -4.223 -0.542 0.647  0.0459
H -3.303 0.595 1.007  0.0222

=====

[4]
C4H12O3 | the ωB97M-V functional and the def2-TZVPD basis

**2S+1**: 1
**SMILES**: C=CC=C.O.O.O
**F_max**: 5.7 eV/Å
**Energy above the lowest of the compared OMol25 structures with the same formula, charge and spin**: 209.6 kJ/mol

Last column: Löwdin charge in e.
Atoms and positions in Å:
C -0.437 -0.352 2.081  -0.0150
C -0.288 -1.349 1.235  -0.2272
C 0.462 -1.446 -0.054  -0.1832
C -0.112 -2.239 -0.927  -0.0314
H 0.153 0.540 1.965  0.0281
H -1.262 -0.483 2.906  0.1020
H -0.754 -2.272 1.499  0.0847
H 1.287 -0.773 -0.242  0.0976
H 0.291 -2.347 -1.988  0.0888
H -1.082 -2.728 -0.768  0.0729
O 1.570 2.039 0.713  -0.0370
H 1.930 2.698 1.197  -0.0260
H 1.223 2.611 -0.071  0.0970
O 0.708 1.485 -2.199  -0.0481
H 1.525 1.545 -1.624  0.0481
H 0.032 1.498 -1.590  -0.0725
O -1.770 0.847 -0.924  -0.0853
H -1.927 0.787 0.054  0.0575
H -1.550 -0.062 -1.260  0.0489